{
  "formula": "C14H21N4",
  "method": "ωB97M-V/def2-TZVPD",
  "orbital_gap_ev": 5.51,
  "total_charge": 1,
  "species": ["C", "C", "C", "C", "C", "C", "C", "C", "C", "H", "H", "H", "H", "H", "H", "H", "H", "H", "H", "H", "N", "N", "N", "C", "C", "C", "C", "C", "N", "H", "H", "H", "H", "H", "H", "H", "H", "H", "H"],
  "coordinates": [[-0.858077, -1.096783, 2.019924], [-0.092785, 0.180775, 2.051458], [-0.902523, 1.421729, 2.210873], [1.302155, 0.177614, 2.069708], [2.072824, 1.380006, 2.055120], [3.441879, 1.341537, 2.057619], [4.109719, 0.126279, 2.093397], [3.398142, -1.063911, 2.130434], [2.029624, -1.050017, 2.118747], [-0.475254, -1.769901, 1.250603], [-0.805247, -1.607646, 2.983204], [-1.910515, -0.916567, 1.795734], [-0.390827, 2.313355, 1.847782], [-1.841436, 1.340579, 1.657578], [-1.148925, 1.579659, 3.263939], [1.577089, 2.333363, 2.033140], [4.005849, 2.260993, 2.036913], [5.185376, 0.106019, 2.099443], [3.925292, -2.003242, 2.173801], [1.491423, -1.979143, 2.179892], [-2.098336, -4.898029, -2.180147], [-1.907421, -3.793048, -1.825733], [-1.713418, -2.626322, -1.470003], [-2.004459, -1.586652, -2.327071], [-1.616189, -0.228378, -1.738699], [-2.119884, 0.958314, -2.590737], [-0.949943, 1.950194, -2.677123], [0.304801, 1.165759, -2.269820], [-0.131753, -0.110030, -1.664865], [-1.462789, -1.752597, -3.263191], [-3.071243, -1.624473, -2.568671], [-2.024826, -0.160009, -0.718354], [-2.411354, 0.604914, -3.585139], [-3.008617, 1.417981, -2.144799], [-0.852381, 2.368695, -3.684460], [-1.106464, 2.799503, -2.005418], [0.927822, 0.933986, -3.138958], [0.932209, 1.731556, -1.572863], [0.200449, -0.226063, -0.703242]],
  "forces_ev_per_a": [[-0.3104, 0.1995, -0.5584], [-0.6216, -0.0536, 0.8191], [0.2206, 0.1745, -0.9090], [0.9659, 0.0790, -0.1221], [-0.3912, -0.2500, -0.0325], [0.0742, 0.3625, 0.0370], [-0.1524, 0.0089, -0.0167], [0.0259, -0.3505, 0.0516], [-0.3512, 0.2307, -0.0435], [0.0157, -0.0875, 0.0675], [0.1235, 0.0118, 0.0972], [0.1200, -0.0017, 0.1116], [-0.0227, -0.0599, 0.1899], [0.0406, -0.1088, 0.1708], [0.0256, -0.1833, 0.1068], [-0.0567, 0.1791, -0.0402], [0.0191, 0.0837, -0.0028], [0.2322, 0.0020, -0.0135], [0.0381, -0.1047, 0.0085], [-0.0498, -0.1899, -0.0781], [1.0086, 5.1104, 1.9463], [-0.9799, -3.6482, -2.0979], [0.9415, -3.3727, 2.8552], [-0.8566, 1.6578, -2.1919], [0.4837, -0.1311, 0.1933], [0.0484, -0.2559, -0.0081], [-0.0227, 0.1860, -0.0088], [0.2636, -0.3063, -0.0685], [-0.5157, 0.2031, 0.4972], [0.0514, 0.4358, -0.2217], [-0.1850, 0.3740, -0.0819], [-0.1281, -0.1082, -0.1692], [0.0848, 0.0267, 0.0960], [0.1590, -0.1437, -0.1040], [-0.0081, -0.0829, 0.2115], [-0.0215, -0.1243, -0.0059], [-0.0655, 0.1255, 0.0316], [-0.0413, -0.0171, -0.0667], [-0.1623, 0.1295, -0.6498]]
}